(1)
Formula: C24H22AuBN7O2S2
Source: the Open Molecules 2025 dataset
Level of theory: ωB97M-V/def2-TZVPD

As for the lowest unoccupied orbital energy: -6.36 eV. The total energy is -2418.2809 hartree. As for the total charge: +1. The value obtained for the relative energy (zero: lowest compared OMol25 entry of this formula, charge and spin) is 25.9 kcal/mol. The value obtained for the HOMO-LUMO gap is 3.6 eV.

Each line ends with the natural charge from an NBO analysis.
Element x y z (Å)
H: 1.850 -2.094 3.018  0.239
H: 0.350 -3.520 -3.902  0.265
H: -4.809 -3.153 2.495  0.240
C: 2.448 0.784 -2.441  0.062
H: -4.717 2.711 1.662  0.252
C: 3.026 -0.605 -4.273  -0.131
C: -1.180 -4.031 -2.568  -0.006
H: -3.145 3.185 3.882  0.256
H: -2.301 0.309 2.635  0.186
C: -0.152 -3.214 -2.995  -0.200
N: -2.808 2.414 0.747  -0.296
C: -1.873 -3.672 -1.427  -0.157
H: -0.724 -1.520 5.403  0.251
C: 0.168 -2.077 -2.276  0.161
H: 4.014 1.261 -3.820  0.240
H: -2.883 1.046 -0.834  0.233
N: 0.284 -0.846 3.641  -0.299
H: -4.161 -0.998 3.618  0.232
C: 1.264 -1.176 -2.756  0.181
H: 3.628 -0.829 -5.143  0.239
N: -1.561 2.824 2.501  -0.428
N: -0.503 -1.744 -1.150  -0.577
H: -3.589 -3.866 0.495  0.247
C: -3.217 2.057 -0.611  -0.410
H: 0.636 3.272 2.974  -0.005
O: -0.857 -5.507 -4.350  -0.706
N: -0.123 1.296 3.859  -0.434
B: -0.332 2.829 3.505  0.178
C: -3.648 2.693 1.781  -0.025
H: 2.579 1.673 -1.834  0.198
H: 1.862 -2.389 -4.437  0.245
C: -1.522 -2.528 -0.738  0.115
C: 2.030 -1.482 -3.878  -0.205
C: -3.322 -2.939 0.977  -0.229
S: -0.144 2.414 0.178  0.133
H: -2.679 -4.336 -1.150  0.255
H: -2.787 2.755 -1.324  0.239
C: -2.620 -0.622 2.179  0.017
H: 0.467 -2.908 3.780  0.235
H: -1.268 1.174 5.655  0.254
C: -0.458 -0.689 4.773  -0.026
C: 3.245 0.554 -3.543  -0.240
C: -1.534 2.508 1.194  0.185
N: 1.485 -0.056 -2.065  -0.538
C: 0.483 0.374 3.091  0.190
N: -1.959 -0.998 1.083  -0.541
C: -3.654 -1.350 2.730  -0.250
C: -0.724 0.644 4.893  -0.036
H: -4.300 2.102 -0.661  0.236
C: -2.290 -2.138 0.479  0.261
Au: 0.114 0.152 -0.074  0.974
C: -1.564 -5.319 -3.353  0.728
O: -2.503 -5.936 -2.832  -0.714
H: -0.690 3.381 4.504  -0.024
C: -2.865 2.927 2.876  -0.033
S: 1.489 0.683 1.733  0.101
H: 0.323 -2.283 2.123  0.232
C: 0.767 -2.115 3.102  -0.409
C: -4.008 -2.539 2.106  -0.144

(2)
Formula: C58H140Br10N6O20P2
Source: the Open Molecules 2025 dataset
Level of theory: ωB97M-V/def2-TZVPD

As for the lowest unoccupied orbital energy: 0.35 eV. The total energy is -30549.6952 hartree. The value obtained for the HOMO-LUMO gap is 8.8 eV.

Each line ends with the Löwdin charge.
Element x y z (Å)
C: 2.708 -1.790 -3.847  -0.161
C: 7.510 2.061 -0.942  -0.152
H: -3.521 -7.079 1.926  0.018
H: 3.580 -6.568 3.315  0.089
H: -5.557 4.644 3.387  0.117
C: 2.718 -6.951 2.708  -0.090
H: 2.419 -1.844 -4.894  0.102
C: -4.738 4.198 2.850  -0.167
H: -5.023 -6.546 2.442  0.028
C: 0.734 0.592 4.828  -0.714
Br: -0.989 2.520 -2.519  0.778
H: -5.208 -0.110 -2.304  0.114
H: -3.940 0.156 4.051  0.094
N: 4.980 1.192 1.253  -0.272
H: 0.366 1.190 -7.460  0.059
C: -4.477 -1.419 -0.759  -0.206
Br: 3.194 -0.585 3.727  0.641
H: 1.440 -4.943 -8.106  0.076
H: -7.287 -1.504 -0.537  0.122
C: 2.881 5.783 -1.136  -0.216
H: 3.754 -4.871 -0.357  0.090
C: -4.090 -6.224 2.102  -0.758
H: 3.077 -3.149 0.453  0.062
N: 6.085 2.221 -1.122  -0.272
C: 2.219 5.146 0.079  -0.177
C: -3.044 5.118 4.384  -0.184
N: 0.491 -6.959 0.585  -0.275
H: 4.711 -2.289 -0.388  0.053
H: 2.978 2.346 -6.384  0.133
H: 1.726 4.244 -0.241  0.109
H: -6.475 -2.602 0.488  0.092
H: -2.199 -2.449 2.500  0.094
H: 1.973 -0.267 0.618  0.111
H: -5.370 1.821 0.656  0.098
H: -8.653 1.713 2.409  0.089
H: -2.634 -2.622 -5.442  0.043
C: 4.512 -2.979 -4.752  -0.123
H: 3.237 2.484 1.523  0.061
Br: -5.592 -2.571 5.976  0.690
H: 4.747 3.364 1.256  0.101
C: -7.232 -0.969 1.575  -0.221
H: 5.334 -3.543 -4.385  0.081
C: 2.629 4.892 2.414  -0.171
O: -4.356 3.656 0.538  -0.180
H: -4.594 -1.888 7.959  0.047
H: -0.511 0.686 -4.800  0.054
O: -2.313 -3.420 -3.590  -0.192
H: 6.951 1.871 1.329  0.063
C: 1.583 -0.635 4.888  -0.661
Br: -3.251 -6.108 4.725  0.656
C: -2.227 6.580 0.565  -0.643
O: -7.659 0.372 1.433  -0.178
H: 5.018 6.813 4.924  0.081
H: -0.070 -6.027 -1.217  0.071
H: 3.139 -6.990 1.733  0.039
C: -8.433 0.663 2.565  -0.121
C: -4.886 -1.108 -2.143  -0.206
C: 6.354 1.000 1.654  -0.139
H: 2.358 5.540 -2.096  0.116
H: 0.451 -9.065 1.403  0.100
C: -0.416 -2.815 -2.246  -0.162
H: -2.809 5.683 -1.313  0.078
H: 0.687 0.984 3.773  0.041
O: 1.282 -2.907 -8.145  -0.184
H: -0.409 2.185 2.479  0.108
H: -2.648 7.565 0.410  0.072
C: -1.846 -3.069 -4.907  -0.065
H: 0.997 -0.723 -2.966  0.139
O: 1.767 1.119 -5.236  -0.198
C: -1.539 -1.652 2.629  -0.215
C: 0.893 -5.949 4.053  -0.127
H: -5.852 2.780 -0.709  0.085
C: -0.936 2.596 1.494  -0.107
H: -4.047 -4.417 3.214  0.041
H: 1.104 -1.369 -6.779  0.124
H: 0.803 -7.540 -1.443  0.085
H: 2.933 -4.082 -7.901  0.071
H: -5.320 -2.859 -4.310  0.061
H: -0.821 -1.955 0.684  0.112
H: -2.005 0.256 -3.995  0.024
O: -0.337 -4.664 1.718  -0.257
H: 4.615 7.061 -2.271  0.093
O: 0.236 -0.429 1.639  -0.138
H: -3.476 -0.965 -0.598  0.123
H: -2.728 2.723 -4.387  0.055
H: -4.326 -2.491 -0.672  0.097
H: 6.405 3.547 -2.712  0.087
Br: 1.591 1.949 5.899  0.617
H: -1.822 -0.524 0.969  0.113
H: 3.338 4.311 3.051  0.103
H: 3.236 1.519 -3.899  0.079
H: -0.962 3.061 -4.883  0.068
C: 1.528 -1.775 -2.871  -0.195
C: 1.777 -1.696 -7.592  -0.192
C: -6.662 -1.593 0.325  -0.122
C: 2.160 -3.427 0.982  -0.106
C: 1.340 1.540 -7.551  -0.187
C: -5.991 -2.105 -4.030  -0.077
H: 2.557 -8.011 3.108  0.099
H: 4.190 8.695 -1.943  0.093
C: 1.896 -4.096 -7.627  -0.099
O: -3.454 2.829 5.329  -0.227
H: -6.221 3.738 1.340  0.131
C: -4.992 2.553 -0.125  -0.067
H: -2.370 -4.923 2.757  0.008
H: 2.246 -0.760 -9.562  0.130
H: -6.983 -2.467 -4.270  0.082
H: 3.098 7.673 -2.959  0.077
H: 4.034 -3.448 -5.587  0.056
H: -1.592 4.832 -0.517  0.004
C: -0.988 -1.099 1.350  -0.165
H: 2.443 -3.430 2.004  0.068
H: 4.852 -2.007 -5.184  0.104
O: -2.142 -0.723 3.463  -0.195
P: 4.909 1.200 -0.482  0.537
C: 0.899 1.599 0.402  -0.198
H: -0.252 0.482 5.209  0.013
H: -3.473 -0.361 6.294  0.022
H: 5.240 -1.152 -2.695  0.060
H: -8.146 -1.508 1.769  0.109
H: -2.871 5.972 1.171  0.013
C: -3.358 -5.254 3.019  -0.704
H: 1.867 -0.834 5.974  0.079
H: -0.129 -7.780 2.543  0.077
H: -0.921 -7.625 -0.899  0.092
H: -2.044 2.358 1.610  0.105
C: -1.696 2.362 -4.356  -0.614
O: -0.480 2.047 0.268  -0.300
O: 3.041 7.194 -0.939  -0.179
H: 0.552 -0.314 -0.401  0.115
H: 2.847 -6.356 -0.394  0.081
N: 5.431 -0.323 -0.805  -0.278
H: -3.909 -1.291 -2.773  0.144
C: 2.730 -5.260 -0.489  -0.134
H: 6.373 0.902 2.750  0.095
C: -4.084 3.219 6.599  -0.079
N: 1.548 -6.007 2.761  -0.300
C: 0.941 0.108 0.541  -0.191
H: 1.453 2.992 -6.042  0.114
H: -4.233 1.985 -0.578  0.061
H: -5.827 -1.105 -4.511  0.104
H: -1.340 -3.933 -5.371  0.100
H: 1.649 4.381 2.404  0.117
H: -1.090 -8.293 1.099  0.051
H: 8.189 2.394 -1.736  0.084
H: 3.375 6.637 5.460  0.090
H: 2.487 -5.000 -1.516  0.081
O: 2.210 0.629 -8.202  -0.124
C: -5.216 4.241 1.417  -0.262
O: 3.674 -2.844 -3.633  -0.198
H: -1.911 4.003 5.971  0.135
O: -5.894 -2.014 -2.604  -0.199
C: -0.104 -8.069 1.459  -0.064
H: -1.008 -2.320 -4.744  0.090
H: 1.263 -5.095 4.650  0.086
O: -5.353 -0.946 0.253  -0.154
H: -0.769 -4.656 -3.311  0.112
H: 6.978 -1.106 -2.025  0.100
C: -3.089 -1.333 6.464  -0.645
H: 4.666 3.366 -2.201  0.050
H: 6.265 0.335 -2.599  0.063
O: 0.649 -2.796 -3.215  -0.154
N: 1.888 -4.714 0.481  -0.291
Br: -1.601 -0.820 7.706  0.607
Br: -0.672 6.634 1.719  0.772
C: -1.306 -3.907 -2.787  -0.251
H: 1.458 5.757 0.480  0.009
H: -5.477 5.252 1.060  0.133
H: -3.799 -0.264 2.282  0.084
H: -0.816 3.670 1.501  0.034
O: 3.239 5.016 1.108  -0.156
H: 4.287 5.209 4.907  0.101
H: -2.133 5.727 4.359  0.098
H: 1.841 -1.842 -1.784  0.132
H: 2.814 -1.791 -7.299  0.114
C: -4.091 -2.234 7.054  -0.758
H: 1.842 -4.266 -6.499  0.104
H: -2.581 -1.752 5.628  0.036
H: 1.070 -1.449 4.467  0.007
H: -4.665 3.147 3.256  0.140
H: 6.153 -1.888 0.360  0.072
H: 4.599 -1.313 0.938  0.052
O: 3.697 6.772 3.470  -0.149
H: 1.943 2.767 -3.926  0.086
H: 1.415 -2.679 0.877  0.053
C: 3.706 7.706 -2.066  -0.134
H: 7.772 0.997 -0.880  0.076
C: -2.475 3.806 5.000  -0.203
H: 3.260 -0.884 -3.627  0.098
H: -3.587 -3.173 7.387  0.079
C: 1.941 2.049 -6.278  -0.218
C: -3.561 -0.597 3.313  -0.088
H: -3.388 3.035 7.399  0.071
H: -9.309 -0.001 2.604  0.087
H: -6.593 -1.145 2.492  0.138
C: 4.322 2.436 1.741  -0.126
C: -1.923 5.831 -0.669  -0.687
H: -1.700 3.381 4.284  0.131
C: 1.655 -0.583 -8.651  -0.188
H: -1.032 -1.874 -2.288  0.146
Br: -4.415 -5.428 0.439  0.717
H: 1.706 1.181 -3.176  0.042
H: -0.182 -5.798 3.864  0.040
H: 0.614 -0.461 -9.026  0.135
H: 1.198 2.493 -8.184  0.152
C: 5.687 3.461 -1.872  -0.073
Br: -0.563 6.754 -1.732  0.661
H: -5.041 2.706 6.736  0.082
H: -4.381 4.351 6.671  0.110
H: 6.772 0.136 1.220  0.048
H: -0.673 -2.042 3.171  0.124
H: 7.935 2.587 -0.087  0.071
O: 3.646 1.741 -0.956  -0.268
H: 3.913 5.326 -1.226  0.100
H: 1.505 1.975 -0.429  0.089
H: 2.159 6.980 2.300  0.090
H: 1.280 1.988 1.307  0.077
C: -1.638 0.901 -4.789  -0.705
Br: -2.406 0.357 -6.520  0.620
H: -1.750 -4.409 -1.920  0.116
C: 5.996 -0.596 -2.144  -0.066
C: 5.225 -1.473 0.079  -0.095
C: 0.039 -7.057 -0.796  -0.108
H: 4.387 2.624 2.777  0.052
H: 1.861 6.201 3.890  0.118
H: -7.862 0.426 3.506  0.100
P: 0.771 -5.545 1.378  0.461
C: 2.174 1.699 -4.014  -0.138
C: 2.509 6.289 3.018  -0.261
H: -3.676 5.617 5.123  0.109
C: 4.101 6.302 4.705  -0.127
H: 5.774 4.365 -1.269  0.071
H: 1.006 -6.891 4.648  0.093
O: -3.580 5.000 3.069  -0.154
H: -0.058 -3.102 -1.238  0.116
H: -4.106 -1.531 3.503  0.048

(3)
Formula: C7H15N2O
Source: the Open Molecules 2025 dataset
Level of theory: ωB97M-V/def2-TZVPD

As for the lowest unoccupied orbital energy: -3.45 eV. The total energy is -460.1527 hartree. As for the total charge: +1. The value obtained for the relative energy (zero: lowest compared OMol25 entry of this formula, charge and spin) is 75.5 kcal/mol. The value obtained for the HOMO-LUMO gap is 10.5 eV.

Each line ends with the natural charge from an NBO analysis.
Element x y z (Å)
H: 0.970 2.910 0.485  0.236
H: 0.247 -0.565 2.875  0.252
H: 2.581 -1.454 1.182  0.237
H: -1.786 1.279 -3.391  0.414
H: -1.302 -0.613 2.178  0.256
C: 0.082 2.413 0.171  0.106
N: -0.036 1.227 0.501  -0.338
H: -0.782 0.878 2.875  0.249
H: 1.362 -2.694 1.719  0.227
O: 0.779 2.229 -1.896  -0.602
C: -0.014 1.912 -2.765  0.550
H: 0.247 1.995 -3.807  0.152
H: 1.027 -0.729 -0.512  0.230
N: -1.320 1.496 -2.549  -0.803
H: -0.849 3.003 -0.108  0.226
H: -1.702 1.530 -1.680  0.391
C: -0.577 -2.070 -0.034  -0.608
C: 0.083 0.094 1.084  0.490
C: 1.638 -1.945 0.941  -0.617
H: -0.919 -2.232 0.942  0.202
C: 0.527 -1.117 0.334  -0.310
C: -0.483 -0.017 2.402  -0.664
H: -1.458 -1.833 -0.650  0.234
H: -0.250 -3.106 -0.354  0.250
H: 1.938 -2.591 0.060  0.240